# C2H22NO8

9 unconnected molecules or ions with the total composition C2H22NO8 at a distorted geometry (ωB97M-V/def2-TZVPD, the Open Molecules 2025 dataset).

```
33
Properties=species:S:1:pos:R:3:forces:R:3:mulliken_charge:R:1
C 2.359734 -1.778860 -0.370674 0.0923 2.3111 1.1733 -0.93
C 1.150758 -1.794831 -2.415460 -0.1885 0.1983 -0.2200 -0.20
N 1.114926 -1.733892 -1.150262 0.8073 -0.5782 0.2144 0.12
H 3.200625 -1.223129 -0.801568 -0.1587 -0.8953 -1.0381 0.41
H 2.620226 -2.741272 0.032276 -0.1000 -0.3480 -0.0444 0.34
H 2.224821 -1.020360 0.423247 -0.4704 -0.8785 0.3188 0.27
H 2.102664 -1.982196 -2.900131 0.0478 0.2117 0.0358 0.31
H 0.272648 -1.628402 -3.034071 -0.1328 -0.3323 0.4215 0.27
H 0.185213 -1.668503 -0.628374 0.3496 0.4734 -0.9759 0.38
H -1.110843 3.272228 -0.947858 -0.2587 0.0675 -0.2136 0.30
H -1.185439 2.608600 -2.376585 -0.3052 0.3038 0.1384 0.28
O -0.698525 2.649028 -1.550542 0.5232 -0.4659 -0.0430 -0.55
H -1.874843 -0.787710 -1.285277 0.4535 0.1845 -0.0625 0.28
H -2.101047 -2.078080 -0.560981 0.6542 -0.3183 -0.5601 0.37
O -1.443083 -1.646748 -1.186679 -1.2796 0.0015 0.4051 -0.68
H 1.445927 2.672334 -1.604479 -0.4756 0.5275 -0.1808 0.34
H 1.871183 4.190191 -1.541488 -0.2977 -0.1088 -0.1599 0.30
O 2.084979 3.300301 -1.257013 0.8428 -0.4165 0.5293 -0.67
H -2.365240 -3.526231 0.984233 0.0654 -0.3081 -0.3327 0.34
H -3.520440 -2.584860 0.940780 -0.0507 -0.0440 -0.8618 0.38
O -2.982788 -3.145238 0.344074 -0.0981 0.0793 1.1555 -0.70
H 2.767724 2.312389 0.343482 0.3967 0.2963 -0.1110 0.35
H 3.757274 1.546154 1.322524 0.1313 0.3539 -0.1412 0.28
O 2.877537 1.563846 0.944229 -0.7467 -0.6096 0.1129 -0.58
H 0.398508 1.834027 2.795706 0.1565 0.2071 0.1496 0.29
H -0.083957 2.222278 4.185963 -0.0424 -0.0244 0.0398 0.31
O -0.389635 1.856758 3.349820 0.0717 -0.1466 -0.2578 -0.61
H 0.434598 0.817251 0.474669 0.0035 -0.1824 -0.6295 0.19
H -0.413435 0.344815 1.536836 -0.6546 -0.5522 0.0275 0.29
O -0.256710 0.145625 0.599945 0.7531 0.8193 0.7974 -0.44
H -4.506174 -0.047819 1.566409 0.1830 0.1608 -0.8572 0.31
H -4.044137 -1.157713 2.327808 0.5252 -0.3098 -0.1493 0.33
O -3.893050 -0.789980 1.439442 -0.7974 0.3228 1.3195 -0.66
```
Positions in Å, forces in eV/Å.

Values from the calculation:
- Energy above the lowest of the compared OMol25 structures with the same formula, charge and spin: 204.14 kJ/mol
- Orbital gap: 10.67 eV
- Energy: -20294.6590 eV
- Charge: +1
- Molar mass: 188.20 g mol⁻¹

=====

# CH4FNS2

CH4FNS2 in the gas phase at a distorted geometry (ωB97M-V/def2-TZVPD, the Open Molecules 2025 dataset).

```
9
Properties=species:S:1:pos:R:3:forces:R:3:mulliken_charge:R:1
C -0.285173 -0.150857 -1.124131 1.0517 -2.1708 0.1567 -0.58
N -0.538602 1.056718 -0.431150 0.1146 1.3027 0.4115 -0.14
F 1.862382 1.687161 0.445620 -1.4743 0.0452 -0.0458 -0.28
S 0.143716 1.201873 2.812952 -0.0769 0.2868 -0.4037 -0.32
S 0.172596 1.932552 0.528448 0.6905 -0.0698 0.8120 0.42
H 0.011675 0.066768 -2.201477 0.2276 -0.3000 1.5398 0.23
H 0.462539 -0.752335 -0.462139 -0.8365 0.7594 -1.8493 0.26
H -1.167169 -0.812948 -1.230476 0.1312 0.6735 0.3675 0.25
H -0.127519 2.351603 3.532557 0.1721 -0.5271 -0.9888 0.15
```
Positions in Å, forces in eV/Å.

Values from the calculation:
- Energy above the lowest of the compared OMol25 structures with the same formula, charge and spin: 105.95 kJ/mol
- Orbital gap: 8.73 eV
- Energy: -26977.5896 eV
- Charge: 0
- Molar mass: 113.18 g mol⁻¹

=====

# C4H9N

2 unconnected molecules or ions with the total composition C4H9N at a distorted geometry (ωB97M-V/def2-TZVPD, the Open Molecules 2025 dataset).

```
14
Properties=species:S:1:pos:R:3:forces:R:3:mulliken_charge:R:1
C -1.214054 -1.073755 -2.437828 0.1152 0.7429 0.3266 -0.89
C -1.986566 -1.495171 -1.429330 0.1016 -0.6987 -0.2570 0.24
N -2.376095 -2.844043 -1.200919 2.2326 2.7814 -0.8522 -0.43
H -0.609866 -1.565784 -3.165290 -0.2823 -1.5327 -0.2518 0.24
H -1.003060 -0.047334 -2.632672 -0.2585 0.9661 0.7528 0.23
H -2.354336 -0.758449 -0.654640 0.2073 -1.0254 -1.1218 0.22
H -3.072351 -2.864071 -0.540661 -1.7553 -1.1688 1.3102 0.20
H -2.143498 -3.560665 -1.859821 -0.3605 -0.0627 0.0946 0.19
C 2.127961 2.692520 1.826279 1.1991 -0.0193 0.9235 -0.42
C 2.748405 2.073601 2.852692 -3.0295 -0.8240 -1.4171 -0.49
H 2.579893 3.545582 1.343695 0.6759 -0.0320 -0.0788 0.19
H 1.197367 2.498733 1.329199 -0.6966 -0.5532 0.7206 0.25
H 3.735781 2.137343 3.096477 2.6766 1.4290 0.4220 0.25
H 2.370421 1.261495 3.472821 -0.8256 -0.0025 -0.5718 0.22
```
Positions in Å, forces in eV/Å.

Values from the calculation:
- SMILES string: C=CN.C=C
- Energy above the lowest of the compared OMol25 structures with the same formula, charge and spin: 222.25 kJ/mol
- Orbital gap: 9.20 eV
- Energy: -5781.5086 eV
- Charge: 0
- Molar mass: 71.12 g mol⁻¹

=====

# C7H10NOP

C7H10NOP in the gas phase at a distorted geometry (ωB97M-V/def2-TZVPD, the Open Molecules 2025 dataset).

```
20
Properties=species:S:1:pos:R:3:forces:R:3:mulliken_charge:R:1
C 2.828821 -0.981204 -0.296233 0.0730 -0.0606 -0.6574 -0.07
C 1.758098 -0.905333 0.202355 0.0541 -0.5082 0.8992 -1.19
C 0.600469 -0.697693 1.020040 2.6307 0.7379 0.5158 1.58
C -0.239473 -1.814489 0.949519 -0.9127 -0.1551 0.4305 -0.90
C -1.163059 -2.558014 0.932380 0.8403 -1.5873 -0.1214 -0.34
C 0.091800 0.638874 0.642172 -0.4602 2.6091 -1.9457 -1.09
P -1.155874 0.644227 -0.703749 -0.7805 1.0645 3.2984 0.48
O -0.773159 -0.028865 -1.914188 1.0377 -0.5876 -2.4656 -0.64
N -2.381691 -0.217255 -0.017601 -0.1721 1.4398 -1.8967 -0.30
C -2.775068 -0.175136 1.330043 0.2159 -0.5806 1.6006 -0.96
H 3.412762 -0.967610 -1.138570 1.6893 -0.1226 -1.0827 0.39
H 1.014202 -0.527160 2.020615 -0.1899 -0.6224 0.2410 0.33
H -1.588269 -3.494562 0.822529 -1.1686 -1.0222 -0.0311 0.44
H -0.169174 1.143644 1.555580 -0.6683 0.6625 0.0268 0.44
H 0.877471 1.262426 0.118770 -0.3498 -0.6891 0.9918 0.40
H -1.434603 2.094954 -0.756349 -0.0641 -1.2458 -0.1158 0.05
H -2.513072 -1.081572 -0.533567 -0.1542 0.3140 0.2842 0.33
H -2.324860 -1.012397 1.843403 0.1796 0.0413 0.5706 0.36
H -2.548523 0.711147 1.936173 0.0340 0.1310 -0.7629 0.29
H -3.798864 -0.382132 1.399595 -1.8342 0.1816 0.2204 0.39
```
Positions in Å, forces in eV/Å.

Values from the calculation:
- SMILES string: C#CC(C#C)C[P@@H](=O)NC
- Energy above the lowest of the compared OMol25 structures with the same formula, charge and spin: 617.57 kJ/mol
- Orbital gap: 9.86 eV
- Energy: -20242.7199 eV
- Charge: 0
- Molar mass: 155.14 g mol⁻¹

=====

# C4H7FN2O

C4H7FN2O in the gas phase at a distorted geometry (ωB97M-V/def2-TZVPD, the Open Molecules 2025 dataset).

```
15
Properties=species:S:1:pos:R:3:forces:R:3:mulliken_charge:R:1
H 2.514035 0.358304 -1.037736 0.0877 0.0075 -0.4434 0.22
N 2.160080 -0.558329 -0.792031 0.5919 -0.2972 0.4406 -0.84
C 0.978783 -0.435100 -0.347348 1.0439 0.6710 -0.6567 0.43
N 0.241185 -1.415736 0.203727 -0.9136 1.0410 -0.2904 -0.16
C -1.043951 -0.967940 0.610401 -1.2414 0.3831 1.2548 -0.67
C -1.226266 0.406190 -0.043155 0.1841 -0.5956 0.2344 0.14
F -2.041190 0.192145 -1.125575 -0.2658 0.5490 -0.7938 -0.33
C 0.173701 0.861415 -0.418005 0.1894 -0.2945 1.0027 -0.07
O 0.539769 1.782532 0.630003 1.1109 0.1626 -0.3404 -0.55
H 0.546208 -2.275990 0.551381 1.0942 -1.1145 0.1420 0.20
H -1.134913 -0.829341 1.710960 0.1229 -0.3393 -0.4488 0.25
H -1.825380 -1.665688 0.269279 0.0744 0.4248 0.1912 0.34
H -1.628842 1.166325 0.611592 -0.5633 0.0114 0.0936 0.32
H 0.255216 1.314097 -1.398914 -0.1298 0.0832 -0.2193 0.37
H 1.491572 2.067121 0.575428 -1.3855 -0.6925 -0.1664 0.35
```
Positions in Å, forces in eV/Å.

Values from the calculation:
- SMILES string: [H]/N=C1/NC[C@H](F)[C@H]1O
- Energy above the lowest of the compared OMol25 structures with the same formula, charge and spin: 87.15 kJ/mol
- Orbital gap: 9.79 eV
- Energy: -12006.1537 eV
- Charge: 0
- Molar mass: 118.11 g mol⁻¹